C36H46BrN5O3SiYb | ωB97M-V/def2-TZVPD

HOMO-LUMO gap (alpha / beta)	7.4 / 7.4	eV
E_HOMO (alpha / beta)	-0.367 / -0.367	hartree
E_tot	-5921.12517	a.u.
molar mass	877.8	g mol⁻¹

```
! RIJCOSX wB97M-V def2-TZVPD def2/J DEFGRID3
* xyz 1 2
Yb 0.2138 0.4952 -0.3907
O 1.2434 -2.5974 -3.4136
C 0.9153 -3.7061 -2.7118
C 1.1069 -4.9561 -3.2946
C 0.7870 -6.1071 -2.6036
C 0.2608 -6.0337 -1.3192
C 0.0579 -4.8006 -0.7344
C 0.3736 -3.6261 -1.4194
C 0.1522 -2.3231 -0.7769
O 0.8982 -1.2945 -1.0960
N -0.7935 -2.2688 0.1218
N -0.8786 -1.0372 0.7274
C -1.4245 -0.9803 1.8988
C -1.2897 0.1761 2.7339
C -2.0466 0.2696 3.9112
C -1.8869 1.3164 4.7884
C -0.9398 2.3014 4.5168
C -0.1517 2.2221 3.3959
C -0.2780 1.1590 2.4763
O 0.5438 1.0873 1.4671
H 1.1852 -1.8465 -2.7913
H 1.5340 -4.9913 -4.2832
H 0.9799 -7.0691 -3.0553
H 0.0278 -6.9366 -0.7729
H -0.3247 -4.7156 0.2711
H -1.9283 -1.8647 2.2914
H -2.7695 -0.5053 4.1251
H -2.4775 1.3748 5.6891
H -0.7999 3.1291 5.1965
H 0.6154 2.9632 3.2130
N -0.4248 3.9855 0.3430
C 0.9118 3.6557 0.2180
C 1.8511 4.4518 0.8911
C 3.1910 4.1571 0.7692
C 3.5787 3.1008 -0.0498
C 2.5935 2.3794 -0.6910
N 1.2829 2.6420 -0.5699
C -1.5894 3.3156 0.0367
C -2.8020 3.9876 0.2608
C -3.9909 3.3603 -0.0304
C -3.9590 2.0777 -0.5731
C -2.7322 1.4902 -0.7805
N -1.5626 2.0803 -0.4766
H -0.5804 4.8537 0.8366
H 1.5236 5.2823 1.4999
H 3.9257 4.7313 1.3090
H 4.6190 2.8627 -0.1908
H 2.8509 1.5704 -1.3779
H -2.7853 4.9937 0.6496
H -4.9319 3.8555 0.1425
H -4.8652 1.5576 -0.8331
H -2.6639 0.5012 -1.2391
C 1.3367 0.3430 -6.6022
C 1.7857 1.6539 -5.9446
C 2.3100 2.5819 -7.0492
C 2.9264 1.3162 -4.9770
Si 0.2822 2.5029 -5.0265
Br 0.0457 0.8886 -3.0427
C -1.4861 2.3308 -5.8492
C -1.9389 0.8694 -5.9633
C -2.5342 3.0645 -5.0046
C -1.4564 2.9413 -7.2579
C 0.6187 4.2403 -4.1629
C 0.4622 5.3887 -5.1668
C 2.0448 4.2944 -3.6039
C -0.3425 4.4763 -2.9900
H 2.1988 -0.1510 -7.0436
H 0.6225 0.5325 -7.3968
H 0.8985 -0.3366 -5.8782
H 3.1464 2.1128 -7.5626
H 2.6528 3.5320 -6.6516
H 1.5363 2.7801 -7.7852
H 3.7104 0.7901 -5.5147
H 2.5800 0.6623 -4.1835
H 3.3621 2.2033 -4.5346
H -1.8865 0.3687 -5.0023
H -1.3362 0.3129 -6.6711
H -2.9709 0.8368 -6.3084
H -2.5442 2.6798 -3.9883
H -3.5214 2.9130 -5.4321
H -2.3493 4.1318 -4.9864
H -0.8292 2.3523 -7.9204
H -1.0792 3.9597 -7.2485
H -2.4586 2.9550 -7.6814
H 1.1356 5.2741 -6.0099
H 0.6860 6.3364 -4.6802
H -0.5503 5.4511 -5.5509
H 2.7820 4.2400 -4.3977
H 2.2175 3.4862 -2.9014
H 2.2025 5.2330 -3.0747
H -1.3276 4.7748 -3.3312
H 0.0406 5.2762 -2.3557
H -0.4401 3.5794 -2.3860
*
```